Record 1
74
Properties=species:S:1:pos:R:3 method="wB97M-V/def2-TZVPD" total_charge=+1 energy_ev=-136030.727 e_homo_ev=-11.295 multiplicity=1 relative_energy_kcal_mol=2.82
Au 0.3312 -0.6297 -0.9768
Se -4.2465 -3.3287 4.9891
N -2.9601 -2.1098 4.8661
C -2.5554 -2.0995 3.6259
C -1.4947 -1.2326 3.1351
C -0.7888 -0.3496 3.9540
C 0.2202 0.4070 3.4075
C 0.5005 0.2776 2.0517
N -0.1823 -0.5405 1.2646
C -1.1578 -1.3039 1.7827
C -1.8373 -2.2406 0.8758
N -1.4217 -2.2438 -0.3962
C -1.9503 -3.1105 -1.2442
C -2.9487 -4.0060 -0.8733
C -3.4031 -3.9960 0.4255
C -2.8366 -3.1028 1.3337
C -3.2197 -3.0271 2.7349
N -4.1482 -3.7699 3.2714
H -1.0406 -0.2888 5.0047
H 0.8087 1.0836 4.0114
H 1.3007 0.8338 1.5882
H -1.5680 -3.0937 -2.2546
H -3.3547 -4.6919 -1.6037
H -4.1803 -4.6703 0.7611
O 3.5634 0.3156 2.3396
C 3.8446 0.3723 1.1730
N 2.9073 0.1110 0.1148
C 3.5604 0.3192 -0.9611
O 3.0420 0.2073 -2.1911
C 4.9577 0.7195 -0.8055
C 5.9692 1.0329 -1.6898
C 7.1976 1.3988 -1.1443
C 7.3900 1.4428 0.2324
C 6.3589 1.1187 1.1143
C 5.1505 0.7587 0.5657
H 5.8207 0.9971 -2.7615
H 8.0188 1.6518 -1.8013
H 8.3574 1.7300 0.6222
H 6.5037 1.1468 2.1862
C 4.1938 4.0663 -0.1804
C 2.7495 3.6441 -0.1587
C 2.0088 3.6992 1.0189
C 0.6670 3.3426 1.0335
C 0.0554 2.9167 -0.1362
C 0.7747 2.8538 -1.3178
C 2.1113 3.2178 -1.3262
S -1.6716 2.4151 -0.0826
C -2.3383 3.8984 -0.8669
O -1.8946 1.3080 -1.0678
H 4.6594 3.9393 0.7971
H 4.2760 5.1207 -0.4517
H 4.7669 3.4943 -0.9105
H 2.4871 4.0228 1.9359
H 0.0984 3.3844 1.9564
H 0.2875 2.5024 -2.2162
H 2.6731 3.1726 -2.2529
H -1.9015 3.9995 -1.8592
H -2.1052 4.7662 -0.2501
H -3.4165 3.7635 -0.9373
C -1.7073 -1.6399 -4.4059
Si -0.3885 -0.3291 -4.5270
C -1.1635 1.3701 -4.5648
C 0.7461 -0.6263 -5.9799
C 0.7451 -0.3612 -3.0206
C 1.7625 -0.1393 -2.3286
H -2.3502 -1.5814 -5.2876
H -2.3354 -1.4828 -3.5272
H -1.2818 -2.6446 -4.3827
H -1.7389 1.5098 -5.4827
H -0.4065 2.1562 -4.5322
H -1.8328 1.4879 -3.7083
H 0.1762 -0.5325 -6.9080
H 1.1789 -1.6278 -5.9496
H 1.5638 0.0955 -6.0153

Record 2
75
Properties=species:S:1:pos:R:3 method="wB97M-V/def2-TZVPD" total_charge=-1 energy_ev=-95775.485 e_homo_ev="-4.967 / -4.968" multiplicity=5 relative_energy_kcal_mol=25.29
Mn -0.1794 0.0342 -0.3339
O -0.0883 0.1527 2.1443
C 1.2184 0.0448 2.7058
C 2.2546 0.0446 1.4395
O 3.4408 -0.0381 1.6937
O 1.7027 0.1176 0.3299
C 1.4950 1.2785 3.5454
C 2.7766 1.6428 3.9456
C 2.9867 2.8133 4.6530
C 1.9308 3.6537 4.9584
C 0.6537 3.3051 4.5599
C 0.4378 2.1273 3.8692
C 1.4238 -1.2516 3.4534
C 0.3959 -2.1839 3.5962
C 0.6025 -3.3749 4.2704
C 1.8432 -3.6753 4.8013
C 2.8783 -2.7707 4.6429
C 2.6741 -1.5746 3.9822
H -0.7198 -0.2857 2.7257
H 3.6242 1.0446 3.6587
H 3.9912 3.0754 4.9526
H 2.1016 4.5750 5.4974
H -0.1813 3.9568 4.7773
H -0.5672 1.8768 3.5630
H -0.5839 -2.0181 3.1679
H -0.2147 -4.0738 4.3716
H 2.0019 -4.6066 5.3251
H 3.8610 -2.9959 5.0320
H 3.5043 -0.9082 3.8349
S -0.0660 0.9165 -2.9636
C -0.0746 2.2742 -1.9438
C 0.0515 3.5930 -2.4149
C 0.0746 4.6303 -1.5210
C -0.0139 4.3468 -0.1520
C -0.1595 3.0356 0.2454
N -0.2092 2.0121 -0.6137
H 0.1323 3.7377 -3.4800
H 0.1710 5.6504 -1.8655
H 0.0362 5.1391 0.5790
H -0.2406 2.7782 1.2948
C -8.8961 0.1463 -1.6089
C -8.1377 1.2209 -0.8160
C -8.0344 2.4747 -1.6894
C -8.9265 1.5847 0.4505
C -6.7692 0.6678 -0.4330
C -6.6986 -0.4639 0.3823
C -5.5030 -1.0622 0.7492
C -4.3421 -0.4890 0.2739
O -3.0497 -0.8384 0.4559
B -2.2607 0.0788 -0.2718
O -3.1336 1.0075 -0.8624
C -4.3946 0.6496 -0.5383
C -5.5881 1.2391 -0.8998
H -9.8625 0.5225 -1.9417
H -9.0660 -0.7401 -1.0041
H -8.3189 -0.1457 -2.4832
H -9.0304 2.8344 -1.9441
H -7.5103 2.2590 -2.6165
H -7.5134 3.2715 -1.1644
H -9.8914 2.0171 0.1885
H -8.3727 2.3114 1.0409
H -9.1065 0.7100 1.0690
H -7.6104 -0.9108 0.7469
H -5.4743 -1.9460 1.3680
H -5.5654 2.1085 -1.5348
N 1.5025 -3.2969 0.2620
C 0.7257 -2.7233 -0.7148
O -0.0902 -1.8192 -0.3637
C 0.7905 -3.2200 -2.0288
C -0.1413 -2.8051 -2.9875
N -0.9186 -2.5317 -3.7913
C 1.7837 -4.1065 -2.4319
N 2.6223 -4.8312 -2.7542
H 1.6085 -2.7763 1.1191
H 2.2658 -3.8860 -0.0224

Record 3
81
Properties=species:S:1:pos:R:3 method="wB97M-V/def2-TZVPD" total_charge=-1 energy_ev=-219530.637 e_homo_ev=-5.215 multiplicity=1 relative_energy_kcal_mol=30.53
Cs -1.8964 0.7918 -1.2480
C -4.3640 1.7343 2.0934
C -3.2032 0.8272 2.4135
N -2.0013 1.2241 2.5415
N -1.7289 2.5190 2.2757
C -0.4599 3.0155 2.3891
N -0.2629 4.0971 1.6063
S 0.6825 2.4342 3.4388
C -3.4323 -0.6368 2.5024
C -4.4005 -1.1982 3.3293
C -4.5879 -2.5697 3.2938
C -3.8182 -3.3347 2.4320
C -2.8726 -2.6847 1.6528
N -2.6778 -1.3740 1.6887
H -4.2638 2.1692 1.0929
H -4.3928 2.5650 2.8042
H -5.3073 1.1951 2.1319
H -2.3300 3.0127 1.6197
H -0.8125 4.1319 0.7518
H 0.6880 4.4129 1.5424
H -4.9788 -0.5734 3.9984
H -5.3298 -3.0358 3.9301
H -3.9516 -4.4047 2.3534
H -2.2417 -3.2335 0.9611
C 2.3581 1.4007 -0.5855
C 1.5916 2.2965 -1.5111
C 2.1919 2.7697 -2.7039
C 1.4779 3.5638 -3.5507
C 0.1453 3.9184 -3.2326
C -0.6866 4.7298 -4.0298
Br -0.0546 5.4251 -5.6959
C -1.9578 5.0484 -3.6322
C -2.4432 4.5586 -2.4234
Br -4.1997 5.0388 -1.8695
C -1.7169 3.7236 -1.5591
O -2.1848 3.2494 -0.4736
C -0.3691 3.4142 -2.0084
N 0.3642 2.6249 -1.1894
H 3.3522 1.8122 -0.3979
H 2.4825 0.4200 -1.0495
H 1.8290 1.2822 0.3585
H 3.2133 2.4882 -2.9268
H 1.9137 3.9308 -4.4704
H -2.5867 5.6751 -4.2485
O -2.2401 -0.4647 -3.3177
N -2.2529 -1.6627 -3.7254
C -3.0090 -2.5629 -3.1242
C -2.9676 -3.8911 -3.6364
N -2.9527 -4.9675 -4.0463
C -3.8303 -2.3182 -1.9873
N -4.4666 -2.0869 -1.0558
C 0.9877 -0.0728 -4.5212
C 1.5378 -1.1576 -3.6182
N 0.8744 -2.3369 -3.6871
O 2.5444 -1.0168 -2.9373
H 0.8807 -0.4704 -5.5307
H 1.6732 0.7674 -4.5270
H -0.0046 0.2856 -4.2039
H -0.0569 -2.3720 -4.0831
H 1.1371 -3.0726 -3.0535
S 3.0421 -3.7558 3.9127
C 2.0626 -2.7719 2.7755
C 1.2726 -1.7411 3.2541
C 0.5335 -1.0005 2.3375
N 0.5622 -1.2334 1.0299
C 1.3234 -2.2288 0.5843
C 2.0865 -3.0376 1.4135
C 4.6580 -3.1921 3.3854
C 5.4391 -3.9538 2.5303
C 6.6837 -3.4574 2.1662
N 7.1685 -2.2988 2.5992
C 6.4076 -1.5795 3.4190
C 5.1490 -1.9787 3.8449
H 1.2412 -1.5049 4.3089
H -0.0994 -0.1858 2.6685
H 1.3435 -2.3749 -0.4915
H 2.6905 -3.8373 1.0077
H 5.0911 -4.9081 2.1603
H 7.3238 -4.0175 1.4925
H 6.8287 -0.6367 3.7520
H 4.5605 -1.3604 4.5084

Which value of multiplicity does entry 3 give? 1